[1]
16
Properties=species:S:1:pos:R:3:forces:R:3:lowdin_charge:R:1 method="wB97M-V/def2-TZVPD" energy_ha=-325.79643 orbital_gap_ev=10.02 homo_energy_ev=-9.038 de_lowest_kj_mol=370.5 smiles="CON=C=C(C)C"
C -3.11366 -0.32539 1.25410 -0.252 -0.031 0.117 -0.12
O -1.97516 -0.05655 0.46660 -0.163 0.085 -0.145 -0.19
N -0.82150 -0.48998 1.15246 0.648 0.047 -0.224 0.07
C 0.18208 -0.24767 0.46473 -0.169 -0.009 0.053 -0.05
C 1.19539 0.03961 -0.30936 -0.192 -0.026 0.078 -0.32
C 1.64476 -0.92786 -1.37538 0.023 -0.067 -0.050 -0.06
C 1.84316 1.40001 -0.24650 0.043 0.081 0.027 -0.06
H -3.07372 0.20895 2.21003 0.001 -0.079 -0.111 0.08
H -3.95162 0.04289 0.65848 0.038 -0.072 0.139 0.09
H -3.23006 -1.39983 1.43554 0.023 0.132 -0.008 0.08
H 1.36175 -0.54355 -2.36299 0.070 -0.036 0.119 0.08
H 1.18213 -1.90947 -1.24794 0.069 0.147 -0.018 0.08
H 2.73337 -1.04858 -1.36902 -0.126 0.026 0.047 0.08
H 2.93545 1.31960 -0.23295 -0.132 -0.034 0.015 0.08
H 1.52223 1.95730 0.63688 0.045 -0.085 -0.134 0.08
H 1.56539 1.98050 -1.13469 0.072 -0.080 0.094 0.08

---

[2]
16
Properties=species:S:1:pos:R:3:forces:R:3:lowdin_charge:R:1 method="wB97M-V/def2-TZVPD" energy_ha=-325.76945 orbital_gap_ev=8.30 homo_energy_ev=-8.138 de_lowest_kj_mol=441.4
O 1.25305 1.72995 0.90437 0.001 -0.182 0.260 -0.04
C 0.56614 1.07082 -0.14840 -0.156 -0.141 -0.303 -0.37
C 1.12984 -0.32681 -0.46605 0.140 0.093 -0.098 -0.18
C -1.77639 -0.12206 -0.37084 0.320 -0.012 0.187 0.07
C -1.01896 -1.39665 -0.33508 -0.112 0.071 -0.017 -0.29
N 0.37948 -1.44510 0.09216 -0.053 0.224 0.191 -0.07
C -0.95323 1.00531 0.12134 -0.132 0.016 -0.132 -0.19
H 1.18328 1.18100 1.69643 0.049 0.140 -0.044 0.09
H 0.72934 1.72707 -1.00843 -0.030 -0.119 0.052 0.14
H 2.16740 -0.37171 -0.11935 -0.113 0.007 -0.061 0.12
H 1.15136 -0.46118 -1.55592 -0.031 0.007 0.132 0.12
H -1.10750 -1.79245 -1.36278 0.003 0.043 0.048 0.12
H -1.60964 -2.11019 0.25632 0.023 0.061 -0.113 0.12
H 0.43006 -1.43606 1.10671 0.031 -0.055 -0.082 0.10
H -1.42565 1.98301 -0.01181 0.081 -0.130 0.021 0.10
H -1.09859 0.76505 1.20133 -0.021 -0.024 -0.041 0.15

---

[3]
16
Properties=species:S:1:pos:R:3:forces:R:3:lowdin_charge:R:1 method="wB97M-V/def2-TZVPD" energy_ha=-325.89226 orbital_gap_ev=10.89 homo_energy_ev=-9.994 de_lowest_kj_mol=118.9 smiles="[H]/N=C1/CCCCO1"
H 2.38873 1.59807 0.92170 0.186 -0.106 -0.023 0.07
N 2.35029 0.58010 0.82172 -0.481 -0.025 -0.353 0.17
C 1.38759 0.30880 0.04508 0.112 -0.080 0.014 -0.46
C 0.91650 -1.07946 -0.28543 0.058 0.054 0.082 -0.12
C -0.51351 -1.23001 0.26636 0.025 0.062 0.015 -0.18
C -1.42378 -0.00554 -0.04665 0.229 -0.108 0.119 -0.15
C -0.72472 1.36060 -0.31489 -0.458 -0.279 0.073 -0.17
O 0.66755 1.28785 -0.59544 0.371 0.043 -0.065 -0.06
H 0.92299 -1.24183 -1.37281 0.056 0.238 0.220 0.13
H 1.60814 -1.79022 0.17281 -0.204 0.018 -0.050 0.11
H -0.43130 -1.41261 1.34434 -0.101 0.221 -0.137 0.11
H -0.98829 -2.12219 -0.16111 0.150 0.151 0.142 0.11
H -2.03068 -0.26895 -0.91780 0.054 0.161 0.106 0.10
H -2.10095 0.13355 0.80301 -0.047 -0.032 -0.272 0.11
H -0.84741 2.06846 0.52070 -0.067 -0.337 -0.095 0.12
H -1.18115 1.81337 -1.20158 0.118 0.019 0.224 0.12

---

[4]
16
Properties=species:S:1:pos:R:3:forces:R:3:lowdin_charge:R:1 method="wB97M-V/def2-TZVPD" energy_ha=-325.85909 orbital_gap_ev=10.71 homo_energy_ev=-9.643 de_lowest_kj_mol=206.0 smiles="C[C@H]1N[C@H]1CC=O"
C -1.57546 0.05131 1.32177 0.133 0.292 -0.073 -0.06
C -1.25191 -0.02034 -0.16072 -0.077 -0.496 -0.004 -0.32
N -0.89030 1.26576 -0.75418 -0.051 0.157 -0.072 0.05
C 0.06254 0.16491 -0.84840 0.128 -0.294 -0.034 -0.29
C 1.39778 0.25730 -0.14694 -0.167 -0.092 0.026 -0.12
C 2.17283 -1.05395 -0.19985 -0.073 -0.061 -0.052 -0.25
O 1.80999 -2.06788 -0.74771 0.019 0.590 0.219 0.05
H -0.73028 0.45660 1.88331 -0.098 -0.053 0.039 0.06
H -2.37159 0.79961 1.36124 -0.020 -0.097 0.365 0.07
H -1.93629 -0.86495 1.82243 0.322 0.224 -0.579 0.08
H -1.92626 -0.66986 -0.71436 -0.084 0.206 -0.077 0.13
H -1.37691 1.45177 -1.62904 0.232 -0.153 0.142 0.10
H 0.15022 -0.32146 -1.82190 -0.119 0.003 0.223 0.14
H 1.27493 0.54133 0.90818 0.098 -0.062 -0.164 0.11
H 2.03318 1.04285 -0.59056 -0.126 -0.212 0.079 0.13
H 3.15752 -1.03297 0.31671 -0.117 0.047 -0.039 0.12